Entry 1:
63
Properties=species:S:1:pos:R:3:nbo_charge:R:1 method="wB97M-V/def2-TZVPD" smiles="CCOC(=O)N1CCN(C(=O)[C@@H](CC(C)C)NS(=O)(=O)c2ccc3c(c2)oc(=O)n3C)CC1" charge=0 e_lumo_ev=0.449 de_lowest_kj_mol=16.3 e_homo_ev=-8.92
S 0.1219 -0.0001 1.4938 2.33
O -4.8932 -1.0290 0.6895 -0.45
O 1.1048 0.8133 0.8295 -0.97
O -6.9406 -0.8757 -0.2857 -0.59
O 0.9074 2.8883 -1.3346 -0.70
O 3.0469 -1.4202 1.1070 -0.67
O 2.2915 3.3515 0.3957 -0.52
O -0.0650 0.1746 2.9006 -0.93
N -5.1530 0.3863 -1.0070 -0.42
N 0.4009 -1.6277 1.1860 -0.85
N 2.9924 2.0128 -1.2436 -0.45
N 3.0799 -0.6033 -0.9846 -0.45
C 4.0768 1.5380 -0.4059 -0.22
C 0.9763 -3.1950 -0.6315 -0.39
C 1.2134 3.6720 2.5284 -0.63
C 1.9460 -4.1744 0.0497 -0.23
C -5.7944 -0.5419 -0.2101 0.87
C -5.8034 1.1125 -2.0623 -0.41
C 2.4709 -0.1770 -2.2253 -0.22
C 1.9572 2.7380 -0.7438 0.94
C 4.3445 0.0587 -0.7203 -0.23
C 2.8186 1.3042 -2.4866 -0.23
C 3.2686 -4.2565 -0.7098 -0.60
C -2.7783 1.2496 -1.0553 -0.25
C -1.4432 0.2027 0.6551 -0.36
C -1.5643 1.0903 -0.4002 -0.20
C 1.3129 -5.5617 0.1424 -0.60
C -2.4985 -0.5709 1.1181 -0.22
C 1.2744 4.0918 1.0685 -0.07
C 2.4716 -1.2218 0.0505 0.72
C -3.8417 0.4868 -0.6079 0.13
C -3.6981 -0.4118 0.4642 0.31
C 1.0428 -1.7520 -0.1127 -0.15
H 1.0687 -5.9344 -0.8505 0.20
H 0.4402 4.2397 3.0387 0.21
H 4.8115 -0.4277 0.1363 0.26
H -2.3623 -1.2431 1.9467 0.25
H 2.0009 -6.2615 0.6103 0.21
H 3.7645 1.6438 0.6336 0.24
H 2.1695 3.8594 3.0100 0.21
H 0.3185 3.9127 0.5666 0.20
H 0.4015 -5.5309 0.7345 0.21
H -2.8810 1.9423 -1.8739 0.23
H -0.7026 1.6658 -0.7062 0.28
H 1.1661 -3.1851 -1.7071 0.21
H 2.8454 -0.8001 -3.0485 0.20
H 4.9803 2.1360 -0.5754 0.19
H 0.9862 2.6114 2.6014 0.23
H 0.4509 -1.1109 -0.7707 0.22
H 3.1042 -4.6246 -1.7213 0.20
H 1.5335 5.1537 0.9774 0.18
H 3.9502 -4.9366 -0.2047 0.21
H 3.7445 -3.2818 -0.7660 0.21
H 2.0117 1.7874 -3.0386 0.25
H 2.1537 -3.8192 1.0625 0.21
H -6.8423 0.7868 -2.0889 0.25
H 1.3902 -0.2865 -2.1732 0.21
H 4.9848 -0.0573 -1.5990 0.19
H -0.0507 -3.5300 -0.4738 0.22
H 3.7461 1.3906 -3.0611 0.19
H -5.3276 0.8990 -3.0207 0.21
H 0.9981 -2.0069 1.9145 0.42
H -5.7602 2.1852 -1.8680 0.21

Entry 2:
63
Properties=species:S:1:pos:R:3:nbo_charge:R:1 method="wB97M-V/def2-TZVPD" charge=+1 e_lumo_ev=-2.514 e_homo_ev=-10.35
S 0.3115 0.3759 -1.4137 -0.15
O -1.1217 -0.2087 6.5116 -0.64
O 3.4558 -0.2240 5.6631 -0.62
O -5.6875 3.8249 -8.3201 -0.66
O 0.9064 0.2182 -5.0593 -0.63
O -2.6127 0.0924 -3.2614 -0.70
O -3.0070 -1.2361 -5.0475 -0.57
N 4.4142 -2.0744 6.4294 -0.60
N 0.8504 -1.0927 1.8762 -0.47
N 0.9816 -0.8142 6.6249 -0.63
N -0.0762 -1.0344 3.8647 -0.48
N -0.8323 1.6183 -4.8178 -0.62
C -0.6821 -2.0384 7.9760 -0.72
C -3.0189 1.4138 -7.6310 -0.16
C 0.9999 -1.9119 3.9355 0.15
C -3.9840 2.1624 -8.3105 -0.26
C -4.7412 3.1169 -7.6375 0.31
C -0.2802 -0.9315 7.0245 0.69
C 1.4390 -2.7202 5.1504 -0.44
C 1.7455 1.0210 -2.3786 -0.48
C 3.3334 -1.3428 6.1454 0.66
C -0.1419 -0.5457 2.6096 0.26
C -2.7972 1.6163 -6.2591 -0.09
C 1.9217 -1.9134 6.3844 -0.12
C 1.5741 -1.9505 2.6919 -0.04
C -3.5673 2.5809 -5.5848 -0.14
C -1.7888 0.7536 -5.5279 -0.17
C 0.4647 1.2346 -4.5471 0.68
C -4.5304 3.3288 -6.2735 -0.30
C -2.5185 -0.2224 -4.5799 0.78
C 2.5225 2.6205 -4.1571 -0.60
C 1.2927 1.9795 -3.4955 -0.32
C 4.4631 -3.4125 7.0248 -0.42
H 2.2296 -3.4083 4.8460 0.24
H -1.2553 0.1397 -6.2627 0.28
H 1.9599 -2.5635 7.2584 0.23
H 5.4965 -3.7669 7.0416 0.24
H 4.0944 -3.3839 8.0531 0.21
H 5.2936 -1.6126 6.2439 0.42
H 3.1721 1.8523 -4.5911 0.23
H 2.2141 3.3023 -4.9564 0.23
H 3.1008 3.1904 -3.4230 0.21
H -1.7099 -1.8701 8.2975 0.26
H 1.2270 0.0670 6.1897 0.44
H -0.5591 0.0985 -2.4181 0.18
H -1.1975 2.4200 -4.3162 0.40
H 2.4286 1.5410 -1.6992 0.23
H -4.1577 2.0039 -9.3702 0.24
H -2.4528 0.6651 -8.1790 0.22
H -0.6128 -3.0054 7.4850 0.23
H -3.4362 2.7414 -4.5189 0.20
H -0.8672 0.1816 2.2517 0.26
H 0.5943 -3.3412 5.4515 0.24
H 3.8679 -4.1197 6.4447 0.19
H -5.1187 4.0673 -5.7398 0.21
H -0.6742 -0.7598 4.6507 0.48
H -0.0330 -2.0175 8.8499 0.24
H -3.1620 -0.6217 -2.8996 0.51
H 0.6788 2.7703 -3.0563 0.21
H 2.4333 -2.5461 2.4026 0.26
H -6.1740 4.4098 -7.7190 0.48
H 2.2964 0.1811 -2.8184 0.24
H 1.0346 -0.8987 0.8918 0.47

Entry 3:
65
Properties=species:S:1:pos:R:3:nbo_charge:R:1 method="wB97M-V/def2-TZVPD" charge=+2 e_lumo_ev=-4.866 de_lowest_kj_mol=121.0 e_homo_ev=-13.00
Cd 1.8390 -1.8803 -2.9151 1.64
As 1.2986 -3.8247 -5.6972 1.45
S 2.7339 -2.3524 -5.0996 -0.73
F 0.2083 4.2049 0.6957 -0.33
O 2.3520 -2.9684 -1.2319 -0.82
O 1.3264 -0.1558 -1.4562 -0.80
O 0.1426 -3.3576 -1.2731 -0.66
O -0.2993 -1.7517 -3.7186 -0.80
N -0.6249 5.9428 4.6735 -0.49
N -1.0847 0.3167 -3.1830 -0.82
N -2.5029 -1.3495 -3.9093 -0.81
N -1.1174 3.5955 3.1326 -0.43
N 0.1207 -1.0220 2.3670 -0.34
C 0.6211 -2.2922 4.5015 -0.41
C 0.5204 0.5988 0.6337 -0.12
C 0.9596 -0.4372 -0.2818 0.59
C -1.2506 -0.9570 -3.5906 0.81
C -0.4798 1.2929 2.7337 -0.25
C 0.9195 -1.7676 0.2474 -0.30
C -0.2204 4.5869 5.1724 -0.24
C 0.0615 0.2822 1.9245 0.19
C 0.5575 -0.8398 4.8603 -0.42
C 0.5314 1.9447 0.2457 -0.21
C -0.2615 -1.3711 3.7193 -0.08
C 0.0575 2.9108 1.0774 0.32
C 0.5064 -2.0040 1.5151 0.13
C -1.5731 4.8916 2.6682 -0.23
C 0.6157 -5.0640 -4.3846 -0.96
C -0.5243 2.6208 2.3339 0.14
C -1.1496 3.5259 4.5769 -0.23
C 1.1562 -2.8368 -0.7981 0.71
C -0.1394 -3.0535 -6.7522 -0.95
C -0.6533 5.9986 3.1726 -0.24
C 2.2441 -4.9482 -6.9583 -0.95
H 0.3597 5.8382 2.8070 0.24
H -2.1754 3.6886 4.9286 0.21
H -3.3020 -0.7595 -3.7678 0.40
H 0.8044 4.4083 4.8500 0.23
H 0.0060 6.6559 5.0415 0.45
H -0.2571 4.5825 6.2608 0.24
H 1.5281 -2.6478 4.0317 0.24
H 0.2350 -2.9170 -7.7649 0.26
H -0.9940 6.9839 2.8589 0.25
H -2.5886 5.0588 3.0512 0.20
H -0.9920 -3.7306 -6.7653 0.25
H 0.1467 -3.0110 5.1532 0.25
H -0.1761 0.6029 -2.8613 0.43
H -0.8282 2.5570 4.9431 0.25
H 0.0456 -0.5504 5.7681 0.23
H 2.9899 -5.5252 -6.4148 0.26
H -0.4295 -2.0932 -6.3390 0.26
H -0.1047 -5.7100 -4.8861 0.25
H -1.8579 0.9489 -3.0890 0.40
H -2.6509 -2.3288 -4.0743 0.42
H -1.6339 4.9408 1.5898 0.27
H 0.4776 -3.0071 1.9169 0.24
H -1.5601 6.1598 5.0260 0.43
H -1.3332 -1.4610 3.8547 0.23
H -0.8969 1.0039 3.6846 0.23
H 1.5531 -5.6201 -7.4645 0.25
H 0.9657 2.2178 -0.7067 0.26
H 1.4482 -5.6669 -4.0246 0.26
H 0.1597 -4.5499 -3.5432 0.28
H 2.7493 -4.3154 -7.6850 0.26
H 1.4202 -0.2329 4.6185 0.23

Entry 4:
66
Properties=species:S:1:pos:R:3:lowdin_spin:R:1 method="wB97M-V/def2-TZVPD" charge=-2 s2=0.752 multiplicity=2 e_lumo_ev="3.448 / 4.602" de_lowest_kj_mol=1181.1 e_homo_ev="2.24 / 0.45"
Hg -0.2762 0.5501 -0.4853 0.01
As 0.9708 -1.2057 1.3754 0.00
S -1.5933 -1.4620 -0.4338 0.15
S -1.1117 3.0071 -0.5122 0.01
S -1.2883 1.5042 -2.4171 0.15
S 1.6330 -0.3960 -1.5973 0.26
F -6.2472 2.4402 2.3018 0.00
F -2.2414 0.5847 0.5577 0.00
F -5.4977 4.8929 1.4112 0.00
F -3.1667 5.2486 0.1126 0.00
F -4.6361 0.2771 1.8886 0.00
O 0.0181 1.5269 1.1900 0.00
N 1.7618 3.0568 -0.5797 0.00
N 1.5868 1.7510 -0.8479 0.00
C -0.1522 0.6922 -3.6770 0.03
C -0.2124 -2.5705 -0.9550 0.02
C -2.4092 -1.1847 -2.0576 0.03
C 2.9789 3.5163 -0.8973 0.00
C -3.4852 4.0140 0.5285 0.00
C 1.2115 -3.7041 3.0777 0.00
C -2.6329 2.9247 0.3006 0.00
C -4.2512 1.4875 1.4437 0.00
C -3.0561 1.6465 0.7818 0.00
C 3.6852 2.4480 -1.4220 0.01
C -4.6831 3.8386 1.1954 0.00
C 0.7873 -2.0389 -2.0094 0.03
C 3.0931 -2.7597 -0.1305 0.02
C 2.7904 1.3725 -1.3769 0.01
C 2.8845 -1.7782 1.0177 0.00
C -2.7022 0.3058 -2.4230 0.01
C 1.4211 -0.2972 3.0637 0.00
C -5.0677 2.5872 1.6518 0.00
C 0.1611 0.1157 3.8124 0.00
C 0.2836 -2.9848 2.0970 0.00
C 1.3257 0.5214 -3.2152 0.02
H 1.5773 -2.7738 -2.1069 0.02
H 4.6997 2.4492 -1.7845 0.00
H 2.5621 -3.7021 0.0622 0.00
H 1.8843 0.0052 -3.9999 0.03
H -1.8415 -1.6575 -2.8580 0.03
H 3.2939 -2.2250 1.9318 0.00
H 0.4310 0.6564 4.7308 0.00
H 1.4012 -3.0928 3.9650 0.00
H 2.0489 -0.9408 3.6994 0.00
H 3.2471 4.5474 -0.7291 0.00
H 0.3292 -2.8264 -0.0693 0.00
H -0.5594 -0.2674 -4.0067 0.03
H 2.7431 -2.3413 -1.0528 0.00
H 0.3076 -1.9839 -2.9883 0.03
H -0.6610 -3.5013 -1.3199 0.02
H 3.4469 -0.8627 0.7947 0.00
H -3.1508 0.3404 -3.4186 0.01
H -3.3638 -1.7149 -2.0105 0.01
H 1.7772 1.4960 -3.1131 0.00
H -3.4485 0.7074 -1.7341 0.00
H 0.7387 -4.6402 3.4098 0.00
H -0.1528 1.3367 -4.5599 0.01
H 4.1618 -2.9792 -0.2372 0.01
H 2.1595 -3.9685 2.5993 0.00
H 0.9814 3.5633 -0.1678 0.00
H -0.6782 -2.7893 2.5860 0.00
H -0.4331 -0.7680 4.0888 0.00
H -0.4390 0.7764 3.1719 0.00
H 0.0996 -3.6482 1.2530 0.00
H 1.9963 0.5978 2.8118 0.00
H 2.9592 0.2787 -1.7181 0.00

Calculated total energy in Ha, matching the order above: -1962.186581; -1941.500864; -4294.712852; -5484.166097